[1]
A cluster of 2 separate species, CH6ClN2OP in total in a non-equilibrium geometry, computed with ωB97M-V/def2-TZVPD.

## Properties
HOMO energy (alpha / beta) = -8.3 / -10.2 eV
Spin multiplicity = 1
Frontier orbital gap (alpha / beta) = 7.71 / 9.35 eV

```
12
Properties=species:S:1:pos:R:3:mulliken_charge:R:1
C 0.46258 1.06637 0.95704 -0.474
N 0.24750 -2.57095 0.53683 -0.545
N -1.10821 0.35300 -1.38046 -0.448
O 1.45663 0.27115 -1.58145 -0.552
P 0.36466 0.04490 -0.63873 0.647
Cl 0.84560 2.72750 0.36461 -0.143
H 1.30751 0.65497 1.59596 0.307
H -0.54812 1.15542 1.27045 0.299
H -0.77009 -2.49144 0.86587 0.215
H 0.89535 -2.43572 1.31318 0.211
H -1.94768 0.71652 -0.88884 0.229
H -1.20573 0.50828 -2.41448 0.252
```


[2]
A cluster of 2 separate species, CH6ClNSi in total in a non-equilibrium geometry, computed with ωB97M-V/def2-TZVPD.

## Properties
HOMO energy (alpha / beta) = -9.6 / -7.6 eV
Spin multiplicity = 1
Frontier orbital gap (alpha / beta) = 8.94 / 7.37 eV

```
10
Properties=species:S:1:pos:R:3:mulliken_charge:R:1
C 0.12960 -2.52432 0.51436 -0.712
N 0.45962 2.83189 0.07465 -0.326
Si 0.47581 1.36998 -0.71821 0.161
Cl 2.41929 1.24757 -1.29163 -0.238
H 0.62051 -2.12291 1.44464 0.247
H -0.75628 -1.90487 0.13148 0.202
H 0.76328 -2.49160 -0.37999 0.257
H 1.35042 3.17176 0.40356 0.249
H -0.21313 3.29430 0.62805 0.229
H -0.38191 1.55021 -1.84963 -0.070
```


[3]
A structure of composition CH6FN4O in a non-equilibrium geometry, computed with ωB97M-V/def2-TZVPD.

## Properties
HOMO energy = -14.2 eV
Total charge = +1
Spin multiplicity = 1
Frontier orbital gap = 9.94 eV

```
13
Properties=species:S:1:pos:R:3:mulliken_charge:R:1
C 0.40073 -0.02834 -0.06582 0.589
N -0.93487 -1.94084 -1.24596 -0.310
N 0.04488 0.99572 0.60319 0.224
N -0.97402 -0.92455 -0.41969 0.106
N 0.80222 1.70693 1.47726 -0.583
O 1.57882 -0.43349 -0.41374 -0.406
F -2.01985 0.25954 -0.74825 -0.396
H -1.82427 -2.48898 -1.14669 0.302
H -0.44162 -1.86313 -2.12167 0.255
H -1.05930 1.05801 0.70072 0.403
H 1.76975 1.64609 1.37838 0.200
H 0.36699 2.47127 1.79592 0.240
H 2.29053 -0.45822 0.20633 0.376
```


[4]
The ion CH6N with charge +1 in a non-equilibrium geometry, computed with ωB97M-V/def2-TZVPD.

## Properties
HOMO energy = -19.4 eV
Total charge = +1
Spin multiplicity = 1
Frontier orbital gap = 14.98 eV

```
8
Properties=species:S:1:pos:R:3:mulliken_charge:R:1
C -0.72042 0.05584 0.02207 -0.784
N 0.76307 -0.05231 -0.13761 -0.356
H -1.30084 -0.25187 -0.82007 0.326
H -0.92473 -0.60384 0.75014 0.380
H -1.11326 1.10281 0.29678 0.312
H 0.94426 -0.03260 0.84721 0.381
H 1.24055 0.80281 -0.36746 0.340
H 1.11136 -1.02084 -0.59107 0.402
```


[5]
An isolated molecule of CH6N2, computed with ωB97M-V/def2-TZVPD.

## Properties
HOMO energy = -9.1 eV
Spin multiplicity = 1
Frontier orbital gap = 10.36 eV

```
9
Properties=species:S:1:pos:R:3:mulliken_charge:R:1
N -0.52350 -0.05098 -1.04396 -0.581
C -0.00230 -0.43143 0.26062 -0.288
N 0.42884 0.67026 1.07771 -0.576
H 0.18812 0.11908 -1.74031 0.190
H -1.20386 -0.71790 -1.38712 0.222
H -0.81466 -0.94381 0.76834 0.322
H 0.83856 -1.12496 0.16664 0.278
H 1.32915 1.05268 0.81771 0.192
H -0.24036 1.42706 1.08037 0.242
```


[6]
A cluster of 2 separate species, CH6N2 in total, computed with ωB97M-V/def2-TZVPD.

## Properties
HOMO energy = -10.4 eV
Spin multiplicity = 1
Frontier orbital gap = 11.21 eV

```
9
Properties=species:S:1:pos:R:3:mulliken_charge:R:1
C -2.57254 0.16308 -1.09710 -0.244
N -2.99828 1.06953 -0.31559 -0.466
H -2.69410 0.26675 -2.16970 0.260
H -2.03118 -0.69582 -0.69838 0.198
H -2.88910 0.70538 0.63189 0.251
N 3.60856 -0.38173 0.98022 -0.663
H 3.37486 -1.06565 0.26466 0.221
H 3.01933 -0.52158 1.79513 0.220
H 3.18244 0.46005 0.60886 0.221
```


[7]
A structure of composition CH6N2 in a non-equilibrium geometry, computed with ωB97M-V/def2-TZVPD.

## Properties
HOMO energy = -8.3 eV
Spin multiplicity = 1
Frontier orbital gap = 9.52 eV

```
9
Properties=species:S:1:pos:R:3:mulliken_charge:R:1
C 0.55876 -1.00001 0.39964 -0.806
N -0.72964 1.02931 -0.76221 -0.360
N 0.32291 0.79731 0.05682 -0.397
H 0.47368 -1.41779 -0.50983 0.315
H 1.44686 -1.16964 0.98973 0.283
H -0.11992 -1.07217 1.21293 0.301
H -0.46384 1.03718 -1.77511 0.230
H -1.66290 0.63233 -0.57860 0.200
H 0.17409 1.16349 0.96663 0.233
```


[8]
An isolated molecule of CH6N2, computed with ωB97M-V/def2-TZVPD.

## Properties
HOMO energy = -9.1 eV
Spin multiplicity = 1
Frontier orbital gap = 10.26 eV

```
9
Properties=species:S:1:pos:R:3:mulliken_charge:R:1
N -1.17041 -0.27420 0.29695 -0.590
C 0.28498 -0.26954 0.49222 -0.369
N 1.09042 0.34839 -0.55383 -0.604
H -1.40385 -0.39534 -0.69006 0.221
H -1.56101 0.60917 0.59240 0.234
H 0.45065 0.22494 1.45282 0.333
H 0.63887 -1.29140 0.55682 0.305
H 0.95773 -0.21730 -1.38390 0.234
H 0.71262 1.26528 -0.76344 0.237
```


[9]
A cluster of 2 separate species, CH6N2O in total in a non-equilibrium geometry, computed with ωB97M-V/def2-TZVPD.

## Properties
HOMO energy (alpha / beta) = -8.5 / -8.5 eV
Spin multiplicity = 1
Frontier orbital gap (alpha / beta) = 9.34 / 9.34 eV

```
10
Properties=species:S:1:pos:R:3:mulliken_charge:R:1
C 1.29251 -0.09969 -1.54361 -0.497
N 0.62291 0.41381 -0.59137 0.246
O 0.54128 1.64413 -0.49486 -0.622
H 1.59506 0.29837 -2.43451 0.304
H 1.35969 -1.12219 -1.53608 0.276
H -0.04173 -0.20158 0.01477 0.406
N -1.27218 -0.32928 1.42478 -0.839
H -2.31355 -0.46804 1.45832 0.214
H -0.98683 0.66747 1.46072 0.282
H -0.79716 -0.80300 2.24183 0.230
```


[10]
A structure of composition CH6N2O in a non-equilibrium geometry, computed with ωB97M-V/def2-TZVPD.

## Properties
HOMO energy = -9.0 eV
Spin multiplicity = 1
Frontier orbital gap = 9.78 eV

```
10
Properties=species:S:1:pos:R:3:mulliken_charge:R:1
C -0.04309 -0.81897 -0.60104 -0.327
N 0.25884 1.14302 0.68394 -0.476
N -0.58943 0.06963 0.45947 -0.399
O -0.26372 -0.20559 -1.83050 -0.512
H 1.01875 -0.86942 -0.32758 0.349
H -0.70926 -1.61072 -0.51751 0.302
H -0.14049 1.50177 1.60558 0.279
H 1.30152 0.87968 0.81951 0.224
H -0.64183 -0.82667 1.38711 0.229
H -0.19130 0.73727 -1.67899 0.331
```


[11]
An isolated molecule of CH6N2O2 in a non-equilibrium geometry, computed with ωB97M-V/def2-TZVPD.

## Properties
HOMO energy = -8.9 eV
Spin multiplicity = 1
Frontier orbital gap = 9.96 eV

```
11
Properties=species:S:1:pos:R:3:mulliken_charge:R:1
C 0.42938 -0.88837 0.93741 -0.818
N 0.41222 -0.97839 -0.51235 -0.183
N -0.70336 -0.30589 -1.00547 -0.288
O -0.21778 1.07023 -1.35390 -0.163
O -0.52072 2.01702 -0.29526 -0.356
H 1.24536 -1.49106 1.37837 0.334
H 0.43055 0.19244 1.38540 0.250
H -0.42291 -1.37987 1.39225 0.295
H 1.27722 -0.75261 -0.96913 0.294
H -1.34008 -0.32941 -0.27585 0.336
H -0.58988 2.84591 -0.68146 0.299
```


[12]
A cluster of 3 separate species, CH6N2O2 in total in a non-equilibrium geometry, computed with ωB97M-V/def2-TZVPD.

## Properties
HOMO energy = -9.2 eV
Spin multiplicity = 1
Frontier orbital gap = 9.47 eV

```
11
Properties=species:S:1:pos:R:3:mulliken_charge:R:1
C -1.27207 0.20149 0.69471 0.049
N -0.54564 -0.25183 -0.25930 0.149
N 2.14164 -0.03393 0.06461 -0.801
O -0.72132 -0.83174 -1.32719 -0.585
O -3.19569 0.43437 0.05391 -0.651
H -1.22145 0.96132 1.47424 0.296
H 0.57321 -0.15078 0.16200 0.500
H 2.02972 -0.42159 -0.88027 0.303
H 2.55474 0.87885 0.09553 0.241
H 2.81286 -0.56359 0.51458 0.226
H -3.15599 -0.22257 -0.59282 0.272
```


> What is the formula in the seventh record?

CH6N2


What did the eighth record say?
An isolated molecule of CH6N2, computed with ωB97M-V/def2-TZVPD.

## Properties
HOMO energy = -9.1 eV
Spin multiplicity = 1
Frontier orbital gap = 10.26 eV

```
9
Properties=species:S:1:pos:R:3:mulliken_charge:R:1
N -1.17041 -0.27420 0.29695 -0.590
C 0.28498 -0.26954 0.49222 -0.369
N 1.09042 0.34839 -0.55383 -0.604
H -1.40385 -0.39534 -0.69006 0.221
H -1.56101 0.60917 0.59240 0.234
H 0.45065 0.22494 1.45282 0.333
H 0.63887 -1.29140 0.55682 0.305
H 0.95773 -0.21730 -1.38390 0.234
H 0.71262 1.26528 -0.76344 0.237
```